# C15H25BF3O9

3 unconnected molecules or ions with the total composition C15H25BF3O9 in a non-equilibrium geometry (ωB97M-V/def2-TZVPD, the OMol25 dataset).

Structure (XYZ):
```
53
Properties=species:S:1:pos:R:3
C -2.770 1.842 1.464
C -2.630 1.398 -0.034
C -1.348 1.929 -0.750
C -1.378 1.717 -2.315
O -0.577 0.644 -2.750
C -1.199 -0.614 -2.530
O -1.717 -1.282 -3.677
B -2.192 -2.560 -3.036
O -1.382 -2.754 -1.759
C -0.352 -1.796 -1.923
C 0.596 -1.556 -0.720
F 1.125 -0.257 -0.678
C 1.840 -2.502 -0.896
C 1.617 -3.887 -0.188
H -2.733 0.928 2.097
H -1.973 2.522 1.818
H -3.797 2.256 1.592
H -2.570 0.287 -0.043
H -3.502 1.653 -0.668
H -1.315 3.037 -0.595
H -0.405 1.538 -0.326
H -0.915 2.635 -2.743
H -2.423 1.681 -2.689
H -2.141 -0.364 -1.986
H -2.066 -3.573 -3.673
H -3.307 -2.292 -2.619
H 0.175 -2.181 -2.834
H 0.141 -1.749 0.267
H 2.022 -2.716 -1.970
H 2.723 -1.962 -0.497
H 1.199 -4.586 -0.935
H 2.619 -4.268 0.104
H 0.939 -3.803 0.677
C 6.537 -1.291 -1.329
C 6.518 -2.492 -2.230
O 6.501 -3.572 -1.313
C 5.878 -3.106 -0.195
O 5.451 -3.793 0.668
O 5.799 -1.751 -0.199
F 7.650 -2.570 -2.980
H 7.550 -1.022 -1.018
H 6.063 -0.420 -1.779
H 5.643 -2.553 -2.881
C -3.375 4.000 5.711
C -3.195 5.182 4.801
O -3.516 4.650 3.531
C -4.405 3.643 3.753
O -5.081 3.153 2.917
O -4.420 3.278 5.063
F -1.905 5.607 4.788
H -2.479 3.377 5.763
H -3.664 4.288 6.721
H -3.854 6.025 5.022
```

Values from the calculation:
Calculated total energy = -43217.345 eV
Energy relative to the best compared isomer or geometry (same formula, charge and spin) = 1.31 kJ/mol
LUMO energy = 1.98 eV
Frontier orbital gap = 0.211 Eh
Net charge = -1
HOMO energy = -0.138 Eh

---

# C4H6OS

C4H6OS in the gas phase in a non-equilibrium geometry (ωB97M-V/def2-TZVPD, the OMol25 dataset).

Structure (XYZ):
```
12
Properties=species:S:1:pos:R:3
O -1.222 1.263 -2.345
C -1.219 1.681 -0.892
C -0.249 0.650 -0.292
C -0.857 -0.242 0.644
C 0.127 -1.146 1.455
S 1.721 -1.282 0.894
H -0.205 1.407 -2.601
H -0.838 2.648 -0.665
H -2.153 1.601 -0.638
H 0.909 0.683 -0.463
H -1.984 -0.001 0.860
H -0.308 -1.578 2.473
```

Values from the calculation:
Calculated total energy = -17124.315 eV
Energy relative to the best compared isomer or geometry (same formula, charge and spin) = 368.12 kJ/mol
LUMO energy = -1.00 eV
Frontier orbital gap = 0.288 Eh
Net charge = 0
HOMO energy = -0.324 Eh

---

# C37H28AuNO9Se

A molecular structure, C37H28AuNO9Se in a non-equilibrium geometry (ωB97M-V/def2-TZVPD, the OMol25 dataset).

Structure (XYZ):
```
77
Properties=species:S:1:pos:R:3
Au -0.101 2.401 1.106
O 4.333 2.578 5.574
C 3.510 2.670 4.687
C 3.757 2.432 3.223
O 4.845 2.227 2.705
C 2.441 2.483 2.585
C 1.439 2.791 3.548
O 0.202 2.843 3.259
C 2.055 3.011 4.861
O 1.529 3.395 5.892
O 2.160 2.295 1.359
C 3.037 -2.082 -1.894
C 1.597 -2.162 -1.379
C 1.024 -3.557 -1.583
O 1.598 -1.797 -0.004
C 0.961 -0.528 0.168
C 0.852 -0.034 -1.294
O 0.764 -1.244 -2.038
C -0.110 1.107 -1.739
O 0.116 2.209 -0.945
C 0.380 1.516 -3.168
C 0.344 0.634 -4.244
C 0.817 1.021 -5.489
C 1.321 2.298 -5.690
C 1.344 3.188 -4.626
C 0.879 2.799 -3.378
C -1.598 0.784 -1.930
C -2.475 1.867 -1.886
C -3.825 1.706 -2.144
C -4.327 0.452 -2.468
C -3.464 -0.630 -2.516
C -2.109 -0.469 -2.251
C -0.268 -0.623 1.138
O -1.082 0.484 1.001
C -1.143 -1.870 0.890
C -2.450 -1.706 0.442
C -3.294 -2.801 0.316
C -2.847 -4.070 0.649
C -1.548 -4.237 1.112
C -0.704 -3.145 1.240
C 0.229 -0.723 2.609
C 1.544 -0.538 3.021
C 1.880 -0.558 4.371
C 0.912 -0.791 5.331
C -0.403 -0.991 4.933
C -0.738 -0.944 3.593
H 3.650 -2.806 -1.358
H 3.437 -1.085 -1.707
H 3.071 -2.288 -2.965
H 1.569 -4.270 -0.964
H 1.116 -3.832 -2.634
H -0.026 -3.566 -1.299
H 1.660 0.161 0.640
H 1.837 0.410 -1.494
H -0.052 -0.363 -4.110
H 0.792 0.319 -6.315
H 1.691 2.598 -6.663
H 1.730 4.192 -4.763
H 0.901 3.474 -2.535
H -2.078 2.838 -1.618
H -4.487 2.560 -2.079
H -5.384 0.323 -2.671
H -3.849 -1.617 -2.750
H -1.462 -1.331 -2.284
H -2.791 -0.707 0.215
H -4.311 -2.649 -0.028
H -3.511 -4.923 0.567
H -1.193 -5.223 1.390
H 0.300 -3.271 1.620
H 2.339 -0.376 2.307
H 2.905 -0.378 4.672
H 1.186 -0.812 6.379
H -1.167 -1.182 5.678
H -1.772 -1.068 3.294
Se -4.712 3.841 0.778
C -2.971 3.683 0.853
N -1.803 3.656 0.897
```

Values from the calculation:
Calculated total energy = -127778.081 eV
Energy relative to the best compared isomer or geometry (same formula, charge and spin) = 171.32 kJ/mol
LUMO energy = 2.70 eV
Frontier orbital gap = 0.186 Eh
Net charge = -2
HOMO energy = -0.087 Eh

---

# C2H4N2O2

2 unconnected molecules or ions with the total composition C2H4N2O2 in a non-equilibrium geometry (ωB97M-V/def2-TZVPD, the OMol25 dataset).

Structure (XYZ):
```
10
Properties=species:S:1:pos:R:3
H 0.702 -1.310 -0.459
N -0.275 -1.138 -0.328
C -0.987 -0.993 0.699
O -0.718 -0.198 1.716
H -1.866 -1.616 0.792
H 0.080 0.295 1.419
N 0.635 1.381 -0.122
C 0.666 0.720 -1.173
O 0.859 0.507 -2.298
H 0.904 2.352 -0.245
```

Values from the calculation:
Calculated total energy = -9212.291 eV
Energy relative to the best compared isomer or geometry (same formula, charge and spin) = 282.87 kJ/mol
LUMO energy = 0.48 eV
Frontier orbital gap = 0.369 Eh
Net charge = 0
HOMO energy = -0.351 Eh

---

# C25H33CsN5OP

A molecular structure, C25H33CsN5OP in a non-equilibrium geometry (ωB97M-V/def2-TZVPD, the OMol25 dataset).

Structure (XYZ):
```
66
Properties=species:S:1:pos:R:3
Cs -0.017 -0.201 -0.818
C 0.186 3.624 2.578
C 0.460 2.380 1.785
N -0.076 2.110 0.646
N -0.948 3.038 0.144
C -1.468 2.704 -1.036
O -1.279 1.655 -1.713
C -2.404 3.745 -1.596
C -3.017 3.498 -2.820
C -3.887 4.425 -3.376
C -4.154 5.613 -2.710
C -3.546 5.866 -1.487
C -2.677 4.939 -0.933
C 1.414 1.376 2.335
C 1.972 1.537 3.603
C 2.824 0.566 4.104
C 3.120 -0.540 3.328
C 2.546 -0.609 2.066
N 1.715 0.305 1.579
H -0.492 4.261 2.020
H 1.111 4.171 2.779
H -0.267 3.384 3.543
H -2.795 2.566 -3.323
H -4.357 4.221 -4.330
H -4.832 6.338 -3.141
H -3.750 6.791 -0.963
H -2.198 5.125 0.018
H 1.730 2.407 4.195
H 3.250 0.677 5.094
H 3.774 -1.327 3.676
H 2.757 -1.454 1.419
N 2.281 -0.676 -3.022
C 1.603 -0.052 -4.167
C 0.666 -1.020 -4.883
C -0.642 -1.337 -4.163
N -0.448 -2.265 -3.038
H 2.896 -0.004 -2.574
H 2.871 -1.434 -3.344
H 2.315 0.350 -4.897
H 1.014 0.793 -3.796
H 1.200 -1.953 -5.102
H 0.415 -0.584 -5.853
H -1.360 -1.725 -4.894
H -1.060 -0.403 -3.771
H -0.095 -3.151 -3.385
H -1.340 -2.466 -2.598
C -2.291 -3.820 2.085
P -1.146 -2.596 1.322
C -1.270 -1.260 2.584
C 0.471 -3.365 1.714
C 1.298 -3.696 0.642
C 2.542 -4.276 0.855
C 2.973 -4.529 2.149
C 2.157 -4.204 3.226
C 0.917 -3.626 3.008
H -2.040 -4.017 3.129
H -2.251 -4.757 1.529
H -3.311 -3.436 2.034
H -1.216 -1.646 3.603
H -2.233 -0.763 2.449
H -0.484 -0.519 2.435
H 0.968 -3.477 -0.368
H 3.174 -4.526 0.012
H 3.943 -4.980 2.320
H 2.491 -4.400 4.238
H 0.296 -3.371 3.859
```

Values from the calculation:
Calculated total energy = -45795.298 eV
Energy relative to the best compared isomer or geometry (same formula, charge and spin) = 37.51 kJ/mol
LUMO energy = 0.06 eV
Frontier orbital gap = 0.263 Eh
Net charge = 0
HOMO energy = -0.261 Eh